(1)
Here is the molecule C24H30N2O2 from the OMol25 dataset. Energies are from ωB97M-V/def2-TZVPD.

Element x y z (Å)
O -2.43342 2.63507 2.13974
C -1.62599 1.84262 1.68511
C -2.04166 0.47371 1.24383
C -1.58183 -0.66240 1.89791
C -2.03948 -1.91394 1.52606
C -2.96418 -2.05249 0.50049
C -3.48233 -3.40475 0.09330
N -3.51837 -3.53601 -1.35278
C -2.18558 -3.55860 -1.92976
C -2.30433 -3.58556 -3.45274
O -3.03537 -4.70646 -3.89081
C -4.32075 -4.70977 -3.31624
C -4.25132 -4.71034 -1.78887
C -3.43122 -0.91269 -0.14404
C -2.98078 0.33903 0.22729
N -0.31356 2.14166 1.56850
C 0.67530 1.29777 0.93086
C 1.71719 2.16673 0.23315
C 2.50074 3.01842 1.24425
C 3.78255 2.30931 1.71451
C 4.77618 2.15108 0.59980
C 5.50037 3.24805 0.14778
C 6.39696 3.12179 -0.89701
C 6.58315 1.89285 -1.50785
C 5.87109 0.79293 -1.06368
C 4.97408 0.92281 -0.01723
C 1.60727 3.34731 2.45044
C 0.14666 3.43797 2.03519
H -0.87482 -0.56706 2.70923
H -1.67652 -2.79144 2.04272
H -2.87439 -4.19921 0.56354
H -4.51001 -3.51163 0.45789
H -1.64959 -2.66007 -1.61724
H -1.61802 -4.44620 -1.59410
H -1.31971 -3.66043 -3.91739
H -2.79973 -2.66214 -3.78890
H -4.81814 -5.60993 -3.68132
H -4.87908 -3.82128 -3.64789
H -5.26295 -4.67181 -1.37867
H -3.76545 -5.64302 -1.44858
H -4.15104 -1.02368 -0.94019
H -3.35503 1.22465 -0.26427
H 1.16865 0.65677 1.67350
H 0.17764 0.64831 0.20624
H 1.20414 2.81333 -0.48054
H 2.40217 1.53429 -0.33233
H 2.79351 3.95044 0.75102
H 4.22890 2.90301 2.51607
H 3.52358 1.32994 2.12174
H 5.36325 4.20813 0.62511
H 6.95420 3.98322 -1.23525
H 7.28359 1.79286 -2.32366
H 6.01437 -0.17003 -1.53203
H 4.42812 0.05582 0.32920
H 1.91576 4.28980 2.90356
H 1.70645 2.56829 3.20927
H -0.49128 3.72719 2.87431
H 0.02133 4.19170 1.24757

Values from the calculation:
Gap between HOMO and LUMO = 0.3484 Ha
Structure (SMILES) = O=C(c1ccc(CN2CCOCC2)cc1)N1CCC(Cc2ccccc2)CC1
Lowest unoccupied orbital energy = 0.592 eV
Net charge = 0
Electronic energy = -1192.53627 a.u.
2S+1 = 1


(2)
Here is a structure of composition C40H64BIrN8OPS2 from the OMol25 dataset. Energies are from ωB97M-V/def2-TZVPD.

Element x y z (Å)
Ir -0.11939 0.34106 -0.90618
C -4.06127 -2.65983 -1.67040
C -2.56406 -2.71015 -2.01134
C -2.21296 -1.66364 -3.05898
C -1.79617 -2.61150 -0.72258
C -1.73162 -3.67995 0.16664
C -1.11892 -3.20396 1.31207
C -0.79351 -4.11713 2.45321
C 0.71669 -4.19767 2.66928
C -1.55356 -3.84040 3.75221
N -0.83476 -1.89735 1.10751
N -1.23011 -1.54793 -0.14179
B -0.37289 -0.84283 2.15996
N 1.10054 -0.41039 1.91183
N 1.53626 -0.02829 0.69137
C 2.85831 0.17768 0.75907
C 3.27597 -0.07773 2.06043
C 2.14773 -0.44449 2.77097
C 2.22250 -0.55918 4.26788
C 1.77878 -1.86363 4.92304
C 1.51237 0.66044 4.85771
C 3.81318 0.70054 -0.27411
C 3.23447 0.81067 -1.67263
C 5.08664 -0.15338 -0.30869
N -1.35266 0.37014 2.06754
N -1.61295 0.88084 0.84308
C -2.69167 1.66302 0.91704
C -3.11282 1.68822 2.23954
C -2.25517 0.86023 2.94969
C -2.44528 0.79484 4.44482
C -1.84964 2.06004 5.08135
C -2.04402 -0.46235 5.20190
C -3.37272 2.36160 -0.22424
C -4.84464 2.64032 0.09352
C -3.27005 1.52785 -1.49661
H -4.65541 -2.79252 -2.57199
H -4.32077 -1.70510 -1.22020
H -4.31942 -3.44780 -0.96765
H -2.36316 -3.70825 -2.42414
H -2.13550 -0.68150 -2.59697
H -2.97665 -1.63535 -3.83321
H -1.26294 -1.90168 -3.52514
H -2.09009 -4.67597 -0.00626
H -1.13023 -5.10359 2.11615
H 1.15664 -3.20792 2.66439
H 1.18327 -4.76532 1.86817
H 0.93030 -4.69210 3.61225
H -1.07789 -3.06882 4.34464
H -1.58195 -4.74756 4.35054
H -2.57745 -3.54407 3.54063
H -0.45292 -1.31189 3.22328
H 4.27109 0.00864 2.44768
H 3.29019 -0.46429 4.49972
H 0.72821 -2.07408 4.76410
H 1.95263 -1.79502 5.99553
H 2.37147 -2.68876 4.53761
H 0.50629 0.71185 4.45962
H 2.04283 1.57229 4.58680
H 1.47532 0.59295 5.94177
H 4.10387 1.70742 0.06128
H 3.26001 -0.15430 -2.16981
H 3.81384 1.51258 -2.26623
H 2.19921 1.15216 -1.63238
H 4.83595 -1.20393 -0.43746
H 5.66288 -0.05172 0.60616
H 5.70754 0.16541 -1.14250
H -3.95069 2.22067 2.63782
H -3.53128 0.88312 4.56543
H -0.77177 2.09823 4.97688
H -2.09425 2.08278 6.13915
H -2.26030 2.95091 4.61355
H -0.97102 -0.59059 5.26670
H -2.48626 -1.33459 4.73206
H -2.43115 -0.39564 6.21653
H -2.87546 3.32848 -0.37250
H -5.35164 1.73332 0.40798
H -5.33608 3.01923 -0.79748
H -4.94934 3.38396 0.87869
H -3.83609 0.60850 -1.38189
H -2.21934 1.27098 -1.67630
H -3.66137 2.07050 -2.35295
C -0.48582 0.30275 -5.07190
P -0.03542 1.40568 -3.66503
C -0.94617 2.88214 -4.31738
C 1.66190 1.85660 -4.18098
C 2.47946 0.93064 -4.82310
C 3.76611 1.27121 -5.19759
C 4.26627 2.53040 -4.91250
C 3.46672 3.45097 -4.25400
C 2.17619 3.11615 -3.88630
H -0.01107 -0.66870 -4.98222
H -0.17187 0.77517 -6.00100
H -1.56361 0.16359 -5.08603
H -0.72238 2.98757 -5.37771
H -0.67449 3.80123 -3.80890
H -2.01559 2.71956 -4.20160
H 2.11021 -0.06038 -5.03616
H 4.38587 0.54630 -5.70631
H 5.27847 2.78825 -5.18675
H 3.85794 4.43023 -4.01679
H 1.56268 3.84097 -3.36985
N 1.21839 4.53554 0.05866
C 0.15748 4.86393 -0.72872
C -0.40366 3.68332 -1.10915
N 0.29943 2.65179 -0.56576
C 1.26618 3.19538 0.13507
H 1.85133 5.18877 0.49190
H -0.10668 5.87607 -0.95061
H -1.26479 3.51075 -1.71593
H 1.99289 2.65318 0.70338
C 1.59158 -3.95001 -3.83441
O 1.84950 -3.98983 -2.44205
C 1.63641 -2.90323 -1.72500
S 2.04411 -2.93533 -0.11634
S 1.02188 -1.50289 -2.46384
H 1.88018 -4.92409 -4.22117
H 2.18567 -3.16059 -4.30401
H 0.53098 -3.76038 -4.02409

Values from the calculation:
Gap between HOMO and LUMO (alpha / beta) = 0.2877 / 0.1973 Ha
Lowest unoccupied orbital energy (alpha / beta) = -2.121 / -5.141 eV
Net charge = +1
Electronic energy = -3342.59429 a.u.
2S+1 = 5


(3)
Here is a cluster of 2 separate species, C5H12N2O2 in total from the OMol25 dataset. Energies are from ωB97M-V/def2-TZVPD.

Element x y z (Å)
H 2.00637 0.64768 1.93026
N 1.12244 1.11596 1.70538
C 1.03200 1.28287 0.42747
N -0.11905 1.75427 -0.16239
C -0.44042 1.78277 -1.56894
O -1.15868 2.04088 0.73021
H 1.84400 1.06243 -0.28314
H -0.94768 2.70808 -1.85313
H -1.15576 0.99597 -1.82096
H 0.46200 1.66133 -2.17593
H -0.72501 1.87168 1.60014
C 1.03923 -1.89994 -0.28203
C -0.45517 -1.45562 -0.39688
C -1.25808 -1.51047 0.87463
O -0.99344 -1.44869 -1.50085
H 1.04986 -2.98600 -0.17449
H 1.52635 -1.47108 0.59558
H 1.55892 -1.61989 -1.20264
H -0.62577 -1.76147 1.72915
H -1.69981 -0.52935 1.05892
H -2.06230 -2.24140 0.76964

Values from the calculation:
Gap between HOMO and LUMO = 0.3424 Ha
Structure (SMILES) = [H]/N=C/N(C)O.CC(C)=O
Lowest unoccupied orbital energy = 0.768 eV
Net charge = 0
Electronic energy = -457.62646 a.u.
2S+1 = 1